The following is a quantum chemistry calculation of a single C4H5N3 molecule, from the Open Molecules 2025 dataset.

Summary:
LUMO energy   0.76 eV
SMILES   N#C[C@H]1CN=CN1
Energy above the lowest of the compared OMol25 structures with the same formula, charge and spin   94.9 kcal/mol
Total charge   0

Each line ends with the natural charge from an NBO analysis.
Geometry (Å):
N -0.259 -0.231 2.221  -0.3702
C -0.541 0.363 1.258  0.2570
C -0.886 0.266 -0.261  -0.1247
C 0.277 1.048 -0.836  -0.2657
N 1.275 0.488 0.112  -0.4557
C 0.901 -0.749 0.259  0.2704
N -0.320 -1.085 -0.414  -0.6074
H -1.931 0.392 -0.569  0.2450
H 0.584 0.713 -1.837  0.2218
H 0.166 2.134 -0.822  0.2165
H 1.456 -1.483 0.835  0.2231
H -0.907 -1.784 0.037  0.3898